{"formula": "C17H32F2GaO3Si", "method": "the ωB97M-V functional and the def2-TZVPD basis", "species": ["C", "Si", "C", "C", "C", "C", "F", "F", "Ga", "C", "C", "C", "C", "C", "C", "H", "H", "H", "H", "H", "H", "H", "H", "H", "H", "H", "H", "H", "H", "H", "H", "H", "H", "C", "O", "C", "C", "O", "C", "C", "O", "C", "H", "H", "H", "H", "H", "H", "H", "H", "H", "H", "H", "H", "H", "H"], "positions_angstrom": [[2.77, 3.56, -1.18], [0.90, 3.86, -0.97], [0.67, 5.25, 0.30], [0.14, 4.24, -2.66], [0.29, 5.72, -3.12], [0.31, 5.76, -4.68], [-0.54, 4.75, -5.16], [1.61, 5.36, -5.05], [-0.33, 7.56, -5.48], [0.04, 2.27, -0.35], [-0.17, 1.28, -1.32], [-0.81, 0.09, -1.03], [-1.23, -0.10, 0.28], [-1.02, 0.86, 1.24], [-0.38, 2.06, 0.96], [3.30, 4.47, -0.87], [3.12, 2.70, -0.59], [3.05, 3.37, -2.23], [1.60, 5.51, 0.82], [0.20, 6.11, -0.19], [-0.02, 4.91, 1.09], [-0.94, 4.02, -2.60], [0.57, 3.51, -3.37], [-0.57, 6.33, -2.83], [1.18, 6.21, -2.71], [0.32, 8.75, -4.62], [0.14, 7.58, -7.03], [-1.94, 7.56, -5.43], [0.14, 1.46, -2.35], [-0.98, -0.64, -1.82], [-1.73, -1.04, 0.50], [-1.39, 0.70, 2.26], [-0.22, 2.82, 1.72], [-1.95, -7.96, 3.57], [-0.98, -6.94, 3.53], [0.27, -7.40, 3.04], [1.04, -6.26, 2.39], [0.59, -5.93, 1.09], [-0.66, -5.24, 1.00], [-0.60, -3.80, 1.45], [-0.60, -3.71, 2.87], [0.08, -2.57, 3.34], [-1.66, -8.75, 4.27], [-2.89, -7.51, 3.91], [-2.11, -8.37, 2.57], [0.12, -8.20, 2.30], [0.84, -7.79, 3.89], [2.07, -6.61, 2.25], [1.08, -5.39, 3.04], [-1.45, -5.79, 1.51], [-0.91, -5.24, -0.07], [-1.48, -3.26, 1.09], [0.30, -3.33, 1.04], [1.12, -2.56, 2.99], [0.09, -2.61, 4.43], [-0.42, -1.65, 3.02]], "total_charge": -1, "orbital_gap_ev": 6.9, "total_energy_ev": -89978.3120}


{"formula": "C35H35AsF6N5O5PS4Sn", "method": "the ωB97M-V functional and the def2-TZVPD basis", "species": ["Sn", "C", "C", "O", "P", "S", "S", "O", "C", "C", "H", "H", "H", "H", "H", "H", "H", "H", "H", "H", "S", "C", "C", "N", "C", "S", "C", "N", "C", "N", "C", "C", "C", "N", "C", "O", "N", "H", "H", "H", "H", "H", "H", "H", "C", "C", "O", "C", "F", "F", "F", "C", "F", "F", "F", "H", "H", "H", "O", "As", "C", "C", "C", "C", "C", "C", "C", "C", "C", "C", "C", "C", "C", "C", "C", "C", "C", "C", "H", "H", "H", "H", "H", "H", "H", "H", "H", "H", "H", "H", "H", "H", "H"], "positions_angstrom": [[0.11, -0.83, -0.76], [-6.74, 0.58, 2.07], [-5.88, 1.81, 1.87], [-4.50, 1.50, 2.02], [-3.59, 1.44, 0.69], [-1.78, 0.87, 1.30], [-4.49, 0.46, -0.79], [-3.58, 3.03, 0.37], [-2.95, 3.48, -0.82], [-3.30, 4.94, -1.03], [-7.77, 0.82, 1.85], [-6.67, 0.22, 3.10], [-6.40, -0.20, 1.39], [-6.11, 2.58, 2.61], [-6.05, 2.22, 0.86], [-3.30, 2.88, -1.67], [-1.86, 3.34, -0.73], [-4.38, 5.05, -1.09], [-2.84, 5.29, -1.95], [-2.93, 5.54, -0.20], [2.18, -1.29, -2.42], [2.36, 0.22, -3.20], [3.56, 0.38, -3.91], [4.56, 0.50, -4.47], [1.45, 1.26, -3.19], [-0.06, 1.28, -2.37], [1.77, 2.44, -3.89], [2.02, 3.42, -4.44], [-1.26, -0.07, 4.53], [-1.11, -1.20, 3.64], [-2.01, -2.19, 3.60], [-1.89, -3.21, 2.71], [-0.83, -3.12, 1.76], [0.04, -2.12, 1.80], [-0.05, -1.15, 2.72], [0.76, -0.24, 2.83], [-0.64, -4.09, 0.85], [-2.19, -0.16, 5.09], [-1.28, 0.85, 3.93], [-0.42, -0.03, 5.22], [-2.82, -2.14, 4.31], [-2.60, -4.01, 2.67], [-1.42, -4.67, 0.60], [-0.03, -3.83, 0.08], [-2.96, -1.73, -3.24], [-1.92, -2.74, -2.75], [-1.23, -2.38, -1.65], [-2.64, -4.06, -2.41], [-3.45, -4.52, -3.38], [-3.42, -3.92, -1.33], [-1.80, -5.06, -2.12], [-0.94, -3.02, -3.90], [0.09, -3.78, -3.50], [-1.49, -3.66, -4.95], [-0.42, -1.89, -4.39], [-3.68, -1.54, -2.45], [-3.46, -2.10, -4.13], [-2.45, -0.80, -3.46], [2.20, -0.07, 0.44], [2.64, 1.10, 1.47], [3.79, 2.23, 0.37], [3.97, 3.59, 0.61], [4.77, 4.34, -0.24], [5.38, 3.73, -1.33], [5.20, 2.38, -1.57], [4.41, 1.63, -0.72], [1.32, 2.40, 2.03], [0.74, 3.18, 1.04], [-0.16, 4.17, 1.37], [-0.51, 4.36, 2.70], [0.08, 3.60, 3.69], [1.02, 2.63, 3.36], [3.83, 0.56, 2.92], [5.13, 1.06, 2.90], [6.04, 0.69, 3.87], [5.67, -0.18, 4.88], [4.38, -0.69, 4.90], [3.47, -0.33, 3.93], [3.46, 4.05, 1.45], [4.90, 5.39, -0.06], [5.97, 4.33, -2.01], [5.67, 1.90, -2.42], [4.24, 0.57, -0.88], [1.01, 3.00, 0.00], [-0.60, 4.78, 0.60], [-1.25, 5.11, 2.96], [-0.19, 3.76, 4.72], [1.50, 2.04, 4.13], [5.43, 1.74, 2.12], [7.05, 1.08, 3.84], [6.38, -0.46, 5.65], [4.07, -1.38, 5.68], [2.47, -0.73, 3.92]], "total_charge": -1, "orbital_gap_ev": [7.3, 4.9], "spin_multiplicity": 2, "de_lowest_kcal_mol": 31.7, "total_energy_ev": -190162.3514}


{"formula": "C4H14N2", "method": "the ωB97M-V functional and the def2-TZVPD basis", "species": ["C", "C", "N", "C", "C", "N", "H", "H", "H", "H", "H", "H", "H", "H", "H", "H", "H", "H", "H", "H"], "positions_angstrom": [[-0.19, 0.39, -2.08], [-0.57, 0.30, -0.71], [-2.06, 0.12, -0.77], [-0.03, -0.62, 0.44], [1.14, 0.15, 1.04], [1.73, -0.53, 2.27], [0.84, 0.29, -2.42], [-0.47, -0.29, -3.01], [-0.33, 1.45, -2.32], [-0.38, 1.37, -0.26], [-2.25, -0.78, -1.27], [-2.42, 0.83, -1.39], [-2.59, 0.09, 0.07], [0.22, -1.58, -0.07], [-0.91, -0.66, 1.20], [1.96, 0.20, 0.21], [0.95, 1.19, 1.30], [1.59, 0.11, 3.05], [1.07, -1.32, 2.58], [2.71, -0.70, 2.14]], "total_charge": 2, "smiles": "C[C@@H]([NH3+])CC[NH3+]", "orbital_gap_ev": 13.1, "de_lowest_kcal_mol": 47.0, "total_energy_ev": -7337.0836}